No. 1
129
Properties=species:S:1:pos:R:3:lowdin_charge:R:1 method="wB97M-V/def2-TZVPD" homo_energy_ev=-15.458 energy_ev=-96125.5439 lumo_ev=-13.032 total_charge=+3 e_above_lowest_kj_mol=18.1 orbital_gap_ev=2.4
In 2.636 -2.177 1.514 1.150
Na 3.980 0.512 -1.572 0.583
Na 2.538 -2.018 -2.605 0.657
Na -0.281 1.292 -3.074 0.394
P 1.125 -0.073 -1.013 0.075
O 2.298 0.201 0.001 -0.429
O 0.799 -1.605 -0.868 -0.411
O 1.761 0.137 -2.420 -0.425
O -0.071 0.856 -0.837 -0.314
C -1.471 0.089 -6.146 -0.067
O -0.336 0.890 -5.868 -0.161
C 0.823 0.165 -5.640 -0.233
C 2.144 1.021 -5.563 -0.155
N 2.131 1.902 -4.412 -0.080
C 3.368 2.637 -4.404 -0.183
C 3.554 3.669 -3.274 -0.174
O 4.235 3.074 -2.188 -0.229
C 4.497 3.995 -1.111 -0.060
H -1.656 -0.770 -5.501 0.078
H -1.523 -0.166 -7.205 0.107
H -2.287 0.789 -5.966 0.098
H 0.992 -0.518 -6.473 0.128
H 0.809 -0.543 -4.811 0.098
H 2.145 1.638 -6.462 0.135
H 3.077 0.458 -5.556 0.118
H 2.034 1.412 -3.534 0.028
H 3.413 3.183 -5.346 0.135
H 4.195 1.926 -4.389 0.119
H 2.630 4.102 -2.891 0.127
H 4.165 4.496 -3.636 0.134
H 5.009 3.404 -0.351 0.097
H 3.640 4.543 -0.721 0.071
H 5.190 4.775 -1.426 0.105
C -1.657 4.158 -3.660 -0.098
O -2.273 2.916 -3.493 -0.203
C -2.848 2.707 -2.167 -0.127
C -3.340 1.220 -2.168 -0.147
N -2.353 0.159 -2.162 -0.017
C -2.892 -1.200 -1.964 -0.134
C -3.789 -1.735 -3.112 -0.231
O -3.974 -3.065 -2.809 -0.161
C -4.826 -3.666 -3.799 -0.075
H -1.175 4.294 -4.628 0.103
H -0.804 4.363 -3.013 0.087
H -2.430 4.920 -3.559 0.106
H -3.597 3.483 -2.011 0.139
H -2.081 2.836 -1.404 0.097
H -3.925 1.007 -3.063 0.130
H -4.032 1.199 -1.327 0.133
H -1.639 0.370 -1.480 0.045
H -3.315 -1.278 -0.962 0.127
H -1.974 -1.778 -1.858 0.109
H -3.301 -1.596 -4.077 0.116
H -4.699 -1.137 -3.072 0.129
H -5.842 -3.274 -3.839 0.096
H -5.065 -4.695 -3.529 0.094
H -4.421 -3.702 -4.810 0.095
C -3.259 4.146 3.741 -0.043
O -3.166 2.855 3.086 -0.198
C -2.457 2.980 1.831 -0.169
C -0.903 3.102 1.983 -0.135
N -0.234 3.097 0.673 0.101
C 1.263 3.052 0.836 -0.143
C 1.862 4.381 1.293 -0.197
O 1.493 4.743 2.646 -0.182
C 1.893 6.070 2.907 -0.101
H -3.997 4.725 3.185 0.096
H -2.289 4.637 3.656 0.081
H -3.610 4.009 4.764 0.104
H -2.825 3.918 1.414 0.126
H -2.673 2.084 1.249 0.103
H -0.611 2.345 2.711 0.147
H -0.644 4.066 2.422 0.112
H -0.427 2.204 0.244 0.046
H 1.834 2.713 -0.028 0.106
H 1.544 2.347 1.618 0.098
H 1.576 5.085 0.511 0.129
H 2.951 4.364 1.293 0.111
H 2.939 6.299 2.704 0.096
H 1.764 6.384 3.943 0.097
H 1.230 6.788 2.425 0.097
C -3.260 -0.316 3.583 -0.062
O -1.828 -0.343 3.582 -0.155
C -1.221 -0.706 2.329 -0.176
C -1.532 -2.143 1.962 -0.185
N -0.474 -2.780 1.227 0.030
C -0.943 -4.129 0.851 -0.127
C -0.019 -4.781 -0.199 -0.170
O 1.321 -4.729 0.333 -0.315
C 2.137 -5.693 -0.319 -0.085
H -3.729 -1.291 3.456 0.097
H -3.634 0.328 2.786 0.080
H -3.683 0.143 4.476 0.107
H -0.171 -0.516 2.552 0.110
H -1.615 -0.046 1.557 0.109
H -2.533 -2.184 1.532 0.138
H -1.662 -2.646 2.920 0.132
H -0.227 -2.266 0.394 0.034
H -1.953 -4.079 0.444 0.137
H -1.019 -4.734 1.754 0.130
H -0.137 -4.309 -1.175 0.123
H -0.398 -5.799 -0.282 0.135
H 3.192 -5.713 -0.047 0.101
H 1.998 -5.591 -1.395 0.090
H 1.721 -6.677 -0.104 0.093
C 0.574 -7.652 3.180 -0.055
O 0.214 -6.405 3.824 -0.201
C 1.266 -5.466 3.789 -0.212
C 0.797 -4.158 4.523 -0.131
N 1.721 -2.958 4.330 -0.069
C 1.082 -1.830 5.026 -0.159
C 2.013 -0.550 4.900 -0.158
O 2.081 -0.071 3.539 -0.294
C 3.022 0.984 3.343 -0.103
H 1.631 -7.898 3.274 0.088
H 0.433 -7.520 2.107 0.075
H 0.000 -8.439 3.670 0.104
H 1.372 -5.306 2.716 0.092
H 2.148 -5.949 4.210 0.128
H 0.646 -4.311 5.592 0.132
H -0.190 -3.925 4.124 0.100
H 2.555 -3.396 4.695 0.116
H 1.029 -2.111 6.078 0.132
H 0.061 -1.522 4.801 0.113
H 2.988 -0.801 5.318 0.127
H 1.629 0.217 5.573 0.133
H 2.991 1.335 2.312 0.058
H 4.060 0.676 3.469 0.096
H 2.976 1.858 3.993 0.108

***

No. 2
113
Properties=species:S:1:pos:R:3:lowdin_charge:R:1 method="wB97M-V/def2-TZVPD" homo_energy_ev=-4.455 energy_ev=-138779.1200 lumo_ev=1.737 total_charge=-1 orbital_gap_ev=6.2
C -5.327 -2.958 1.397 -0.108
C -4.136 -3.461 0.573 -0.253
C -3.466 -4.664 1.214 -0.232
C -2.692 -4.321 2.483 -0.203
C -1.196 -4.117 2.180 -0.187
C -0.504 -3.041 3.000 -0.211
C -1.221 -1.699 3.039 -0.197
C -0.336 -0.638 3.720 -0.219
C 0.042 0.531 2.808 -0.200
C 0.790 0.044 1.535 -0.199
C 0.122 0.457 0.214 -0.258
C -0.042 -0.650 -0.837 -0.290
B 1.242 -1.613 -1.142 -0.895
Br 3.025 -0.593 -1.206 0.563
H -6.255 -3.349 0.993 0.067
H -5.253 -3.289 2.426 0.038
H -5.396 -1.878 1.383 0.071
H -4.526 -3.758 -0.399 0.094
H -3.429 -2.660 0.378 0.101
H -2.789 -5.106 0.493 0.090
H -4.245 -5.403 1.407 0.103
H -3.142 -3.464 2.973 0.080
H -2.789 -5.163 3.166 0.102
H -1.053 -3.941 1.117 0.105
H -0.699 -5.060 2.395 0.107
H -0.324 -3.376 4.021 0.099
H 0.481 -2.904 2.564 0.104
H -1.468 -1.390 2.027 0.112
H -2.146 -1.808 3.598 0.093
H 0.582 -1.099 4.077 0.093
H -0.865 -0.219 4.578 0.096
H -0.856 1.089 2.553 0.099
H 0.724 1.143 3.385 0.066
H 0.924 -1.024 1.618 0.079
H 1.760 0.525 1.567 0.091
H 0.633 1.323 -0.190 0.076
H -0.879 0.821 0.462 0.085
H -0.290 -0.130 -1.769 0.059
H -0.913 -1.268 -0.618 0.067
H 1.333 -2.443 -0.250 -0.004
H 1.028 -2.233 -2.161 -0.009
C 2.651 3.062 5.000 -0.679
O 2.457 1.879 4.811 0.028
N 3.585 3.771 4.297 0.155
N 1.941 3.787 5.925 0.141
H 3.749 4.750 4.427 0.087
H 4.103 3.275 3.595 0.108
H 1.240 3.298 6.449 0.096
H 2.082 4.765 6.086 0.083
C 2.470 4.374 -1.490 -0.683
O 2.763 4.459 -0.305 -0.003
N 2.223 3.217 -2.149 0.173
N 2.348 5.481 -2.301 0.142
H 1.995 3.205 -3.127 0.060
H 2.265 2.332 -1.670 0.063
H 2.513 6.380 -1.894 0.084
H 2.102 5.421 -3.274 0.066
C 0.556 1.144 -4.935 -0.648
O 0.972 2.284 -4.727 -0.023
N 1.388 0.115 -5.208 0.194
N -0.773 0.847 -4.883 0.166
H 1.069 -0.820 -5.373 0.102
H 2.375 0.304 -5.158 0.062
H -1.409 1.591 -4.665 0.104
H -1.132 -0.078 -5.026 0.095
C 1.412 -3.929 6.969 -0.688
O 0.474 -4.694 6.833 0.017
N 1.347 -2.608 6.636 0.162
N 2.620 -4.340 7.475 0.137
H 2.114 -1.972 6.747 0.095
H 0.486 -2.263 6.252 0.090
H 2.707 -5.305 7.727 0.095
H 3.405 -3.729 7.590 0.086
C -7.119 -2.438 4.763 -0.683
O -7.583 -2.430 3.641 0.028
N -6.362 -3.476 5.236 0.152
N -7.305 -1.405 5.645 0.142
H -5.961 -3.495 6.154 0.090
H -6.195 -4.244 4.612 0.099
H -7.847 -0.624 5.328 0.098
H -6.922 -1.393 6.570 0.086
C -1.175 5.218 -6.629 -0.689
O -2.256 4.649 -6.678 -0.001
N -1.023 6.520 -7.050 0.137
N -0.044 4.637 -6.163 0.174
H -0.147 7.006 -7.009 0.068
H -1.835 6.990 -7.401 0.088
H -0.094 3.684 -5.832 0.064
H 0.839 5.115 -6.126 0.060
C 4.773 0.395 -3.958 -0.717
O 4.380 0.672 -5.085 -0.020
N 4.681 1.272 -2.924 0.105
N 5.305 -0.824 -3.649 0.137
H 4.958 1.050 -1.987 0.038
H 4.256 2.162 -3.109 0.080
H 5.367 -1.500 -4.387 0.095
H 5.601 -1.076 -2.726 0.065
C -0.217 -5.902 -2.232 -0.677
O -0.051 -4.788 -1.791 0.054
N 0.836 -6.712 -2.589 0.137
N -1.462 -6.457 -2.426 0.138
H 0.724 -7.636 -2.959 0.078
H 1.758 -6.338 -2.464 0.101
H -2.256 -5.895 -2.184 0.091
H -1.606 -7.378 -2.792 0.079
C 2.283 7.932 -5.385 -0.665
O 1.939 6.764 -5.342 0.014
N 3.212 8.389 -6.277 0.155
N 1.765 8.873 -4.540 0.159
H 3.509 9.345 -6.325 0.091
H 3.614 7.718 -6.906 0.107
H 1.080 8.565 -3.874 0.108
H 2.036 9.837 -4.555 0.092